This record from the OMol25 dataset describes a structure of composition C51H50AsBaGeN3O6S2 at a distorted geometry. The level of theory is ωB97M-V with the def2-TZVPD basis set.

The geometry in XYZ format:
```
115
Properties=species:S:1:pos:R:3:forces:R:3:lowdin_charge:R:1
C 1.286 7.182 -2.699 0.0 0.0 0.0 -0.11
H 1.769 3.874 -6.473 0.0 0.0 0.0 0.10
C 3.552 0.160 1.165 -0.1 0.0 -0.2 -0.31
C -0.490 1.657 -5.281 0.2 -0.1 0.1 -0.20
H -1.362 2.813 7.753 0.0 0.0 0.0 0.08
H 4.949 0.122 -2.345 0.0 0.0 0.0 0.11
H -0.718 1.592 3.839 0.0 -0.1 0.0 0.05
C -0.094 3.337 -1.559 0.0 0.0 0.0 -0.26
C 1.919 -0.373 7.174 0.1 0.1 0.0 -0.29
H 0.064 -0.963 -6.541 0.0 0.0 0.0 0.10
C -2.957 1.854 -5.888 0.0 0.0 0.1 -0.02
N 3.134 -1.043 -0.678 -0.5 -0.1 0.0 0.09
O -3.962 -0.722 0.108 -0.6 0.3 -0.1 -0.54
H 1.951 -2.023 5.804 0.0 0.0 0.0 0.10
C -0.147 -3.060 -6.927 0.0 0.0 0.0 -0.08
C -4.042 -4.444 0.778 0.0 -0.2 0.0 -0.05
C 4.195 0.763 3.364 0.2 0.0 0.0 -0.07
C 1.648 6.643 -1.472 0.0 0.0 0.0 -0.10
H 0.177 6.852 -4.509 0.0 0.0 0.0 0.10
C 1.376 3.018 -5.937 0.0 0.1 0.0 -0.08
H -1.787 1.532 8.886 0.0 0.0 0.0 0.07
H 1.488 4.969 -0.139 0.0 0.0 0.0 0.11
H 3.939 -0.584 6.422 0.0 0.0 0.0 0.06
C -0.744 -3.305 -4.231 0.0 0.0 0.0 -0.13
O -2.633 -2.312 -1.135 -0.6 -0.3 -0.3 -0.57
C 0.469 6.445 -3.548 0.0 0.0 0.0 -0.10
C 2.733 -2.442 -2.573 0.1 0.2 0.0 -0.04
H -0.437 -5.185 -7.030 0.0 0.0 0.0 0.10
H -0.613 4.613 -3.835 0.0 0.0 0.0 0.10
H -2.436 0.075 6.880 0.0 0.0 0.0 0.09
H 1.656 0.408 6.449 0.0 0.0 0.0 0.07
H 2.436 -3.664 -4.308 0.0 0.0 0.0 0.10
H 3.731 -1.157 8.075 0.0 0.0 0.0 0.08
C 3.933 -2.164 -4.634 0.0 -0.1 -0.1 -0.08
H 2.285 7.207 -0.801 0.0 0.0 0.0 0.09
C 2.000 1.125 2.501 0.0 0.0 0.0 -0.15
C -3.766 -5.436 1.711 -0.1 0.1 -0.1 -0.05
C 3.450 -1.384 -2.027 0.3 0.0 -0.1 -0.26
O -2.253 -1.376 4.294 0.3 0.0 0.3 -0.42
H -0.990 -5.398 -4.626 0.0 0.0 0.0 0.10
H 2.602 1.699 4.477 0.0 0.0 0.0 0.10
H -2.772 2.675 -6.570 0.0 0.0 0.0 0.11
C -3.724 -3.114 1.005 -0.1 -0.1 -0.2 -0.21
H -0.643 3.399 -6.539 0.0 0.0 0.0 0.11
C -0.810 1.211 4.857 0.2 -0.2 -0.1 -0.28
H -2.213 2.728 5.379 0.0 0.0 0.0 0.12
H 0.991 1.515 2.593 0.1 0.0 0.0 0.09
C 1.738 1.143 -4.474 0.0 0.0 -0.1 -0.08
C 2.903 1.232 3.547 -0.2 0.1 0.1 -0.07
C 4.410 -0.706 -2.781 -0.1 -0.2 0.0 -0.04
H 0.380 -1.231 3.637 0.1 0.0 0.0 0.02
H 3.797 0.573 7.749 0.0 0.0 0.0 0.07
H -4.039 -6.462 1.503 0.0 0.0 0.0 0.11
O -1.753 -0.486 2.143 -0.1 0.0 0.9 -0.63
C -3.142 -5.102 2.895 0.1 0.1 0.0 -0.05
C 2.987 -2.838 -3.876 -0.1 -0.1 -0.1 -0.08
C -3.469 -0.280 -4.159 -0.1 0.1 0.0 -0.08
H -5.519 -0.054 -4.749 0.0 0.0 0.0 0.11
C 2.234 2.227 -5.186 0.0 0.0 0.0 -0.07
C 0.021 5.189 -3.174 0.0 0.0 0.0 -0.05
C 1.398 -1.725 6.703 0.1 0.0 0.0 -0.30
H -2.960 1.275 4.758 0.0 0.0 0.0 0.09
N 3.933 -0.281 -0.138 0.4 0.1 0.0 0.08
H -0.691 -1.403 7.262 0.0 0.1 0.0 0.07
H -0.992 -3.407 -3.180 0.0 0.0 0.0 0.09
C 0.389 0.847 -4.548 -0.2 0.1 0.1 -0.34
C -2.183 0.205 -4.313 0.1 0.2 -0.3 -0.32
H -3.464 1.462 7.110 0.0 0.0 0.0 0.11
O -5.079 -2.470 -1.211 0.2 -0.1 0.3 -0.26
H 4.926 0.842 4.158 0.0 0.0 0.0 0.11
H -0.412 -2.786 6.218 -0.1 0.0 -0.1 0.07
C -2.834 -3.770 3.158 -0.1 -0.5 -0.2 -0.06
C -4.250 1.375 -5.723 0.0 0.1 -0.1 -0.08
H -4.516 -4.701 -0.161 0.0 0.0 0.0 0.12
C -0.104 -1.755 6.413 -0.1 0.0 -0.3 -0.28
N 2.305 0.572 1.329 0.0 0.0 0.1 0.14
Ge -0.502 -0.727 4.781 -0.5 0.1 0.2 1.01
C -1.463 1.730 7.864 0.1 0.0 0.0 -0.10
S -3.929 -2.068 -0.460 -0.3 -1.0 0.6 0.39
Ba -1.569 -0.207 -0.278 2.4 2.1 -1.3 1.79
C 4.639 -1.100 -4.087 0.1 0.1 0.1 -0.09
As -0.556 -0.519 -3.556 0.2 -0.1 0.1 1.28
C 0.376 4.634 -1.939 0.0 0.1 -0.1 -0.28
C -2.446 1.171 6.842 0.0 0.0 0.0 -0.26
H 1.636 8.164 -2.991 0.0 0.0 0.0 0.09
H -5.064 1.830 -6.274 0.0 0.0 0.0 0.10
H -2.904 -5.860 3.628 0.0 0.0 0.0 0.11
C 0.018 2.747 -5.980 -0.1 -0.1 0.0 -0.04
H 0.010 1.644 5.437 0.0 0.0 0.0 0.06
C -0.496 2.225 -1.241 -0.3 -0.4 0.1 -0.26
H 4.114 -2.462 -5.659 0.0 0.0 0.0 0.11
H 3.289 2.466 -5.141 0.0 0.0 0.0 0.10
C -3.118 -2.776 2.230 -0.2 0.5 0.8 -0.19
H -0.466 1.297 7.751 0.0 0.0 0.0 0.04
H 5.547 -0.109 1.912 0.0 0.0 0.0 0.11
S -2.836 -1.101 2.912 -0.2 -0.4 -0.7 0.55
H 1.631 -2.477 7.463 0.0 0.0 0.0 0.12
C 1.201 5.387 -1.096 0.0 0.0 0.0 -0.05
H 5.369 -0.573 -4.689 0.0 0.0 0.0 0.11
H 1.989 -2.942 -1.968 0.0 0.0 0.0 0.11
C -1.909 1.273 -5.184 -0.3 -0.1 0.0 -0.19
C -0.158 -1.935 -6.115 0.1 0.0 0.0 -0.09
C -2.168 1.635 5.416 -0.1 0.0 0.1 -0.26
H 0.086 -2.960 -7.980 0.0 0.0 0.0 0.10
C -0.442 -4.310 -6.393 0.0 0.0 0.0 -0.10
O -4.058 -0.383 2.996 0.0 -0.1 0.2 -0.22
C 4.547 0.234 2.135 -0.2 0.1 0.0 -0.01
H -2.391 -3.514 4.106 0.0 0.0 0.0 0.10
C 3.430 -0.381 7.368 0.1 0.0 0.0 -0.10
C -0.447 -2.054 -4.759 0.0 0.0 -0.1 -0.39
H 1.420 -0.096 8.108 0.0 0.0 0.0 0.11
H -3.678 -1.117 -3.503 0.0 0.0 0.0 0.09
H 2.401 0.546 -3.862 0.0 0.0 0.0 0.08
C -0.749 -4.429 -5.046 0.0 -0.1 0.0 -0.09
C -4.508 0.316 -4.867 0.0 -0.1 0.1 -0.08
```
Forces are in eV/Å.

The calculation puts the gap between HOMO and LUMO at 0.2395 hartree. For the total energy, the calculation gives -7723.6742 Ha. The max |F| comes out at 3.414 eV/Å. For the energy relative to the best compared isomer or geometry (same formula, charge and spin), the calculation gives 326.2 kJ/mol. The LUMO energy is -0.417 eV.

=====

This record from the OMol25 dataset describes a structure of composition C51H50BeFN4O4P2STe. The level of theory is ωB97M-V with the def2-TZVPD basis set.

The geometry in XYZ format:
```
115
Properties=species:S:1:pos:R:3:forces:R:3:lowdin_charge:R:1
C 1.195 2.160 2.554 0.1 -0.1 0.0 -0.05
C -1.676 -3.665 -6.580 0.0 0.0 0.0 -0.09
C 2.358 3.132 2.634 0.1 0.0 0.0 -0.24
F -0.441 2.687 -4.851 0.0 0.0 0.0 0.07
N -2.176 1.408 -6.669 0.0 0.0 0.0 -0.10
C -1.532 0.722 -5.600 0.0 0.0 0.0 -0.15
C -1.975 1.657 4.855 0.0 0.0 0.0 -0.15
C -2.957 1.699 -0.530 0.0 0.0 0.0 -0.08
C 0.793 -4.345 4.769 -0.1 0.0 0.0 -0.11
S 3.217 0.123 1.085 0.1 0.0 0.2 1.08
Be 1.403 -1.442 -0.028 -0.2 0.0 -0.1 0.01
H -4.062 4.124 -7.367 0.0 0.0 0.0 0.14
C 2.587 2.879 0.226 0.0 0.0 0.0 -0.09
C -0.699 1.371 -4.677 0.0 0.0 0.0 -0.19
C -0.139 0.713 -3.622 0.0 0.0 0.0 0.11
H 4.509 1.164 6.897 0.0 0.0 0.0 0.10
H -2.432 3.540 -9.004 0.0 0.0 0.0 0.18
O 2.988 -1.035 0.090 0.0 0.1 -0.1 -0.44
H 0.588 2.005 3.440 0.0 0.0 0.0 0.09
H -1.666 -1.899 -0.033 0.0 0.0 0.0 0.11
C -3.607 0.641 -1.148 0.0 0.0 0.0 -0.10
P 0.119 -0.222 1.438 0.2 0.1 -0.1 0.87
C 4.379 -0.372 5.402 0.0 0.0 0.0 -0.10
H -4.496 0.821 -1.741 0.0 0.0 0.0 0.10
H 3.699 2.617 4.264 0.0 0.0 0.0 0.11
H -3.420 -0.935 6.453 0.0 0.0 0.0 0.09
H -0.750 1.856 -8.179 0.0 0.0 0.0 0.14
H 1.795 1.049 -0.532 -0.1 0.0 0.0 0.09
H 5.711 2.157 3.295 0.0 0.0 0.0 0.11
C -3.122 1.046 7.222 0.0 0.0 0.0 -0.16
P 1.082 -1.923 3.479 0.1 0.4 0.2 0.93
O 0.036 -4.748 -1.015 0.1 0.0 0.0 0.09
H 5.222 0.313 -0.174 -0.1 0.0 0.0 0.10
C -0.567 -3.391 6.984 0.0 0.0 0.0 -0.08
H -3.576 0.822 8.182 0.0 0.0 0.0 0.10
C 1.661 0.173 5.350 0.0 0.0 0.0 -0.11
C 4.998 2.578 2.580 0.0 0.0 0.0 -0.17
C 2.495 0.882 6.203 0.0 0.1 0.0 -0.09
H 3.940 -1.883 3.937 0.0 0.0 0.0 0.10
C 5.337 2.014 1.184 0.0 0.0 0.0 -0.22
C -0.846 -3.331 -3.168 0.0 0.0 0.0 0.07
H 3.383 1.290 3.234 0.0 0.0 0.0 0.06
C -1.743 -4.804 -5.606 0.0 0.0 0.0 -0.07
H -1.521 1.957 3.918 0.0 0.0 0.0 0.07
H -3.334 2.709 -0.642 0.0 0.0 0.0 0.10
Te -2.258 -1.095 3.492 0.0 0.1 0.2 1.28
H -2.396 -3.626 -7.385 0.0 0.0 0.0 0.10
C -2.011 -0.883 -0.196 -0.1 0.0 0.1 -0.13
C -1.138 -1.344 -4.411 0.0 0.0 0.0 -0.10
H -1.073 -4.383 -3.054 0.0 0.0 0.0 0.15
H -1.724 3.581 5.776 0.0 0.0 0.0 0.10
H -1.794 3.507 -6.596 0.0 0.0 0.0 0.13
C -3.131 -0.655 -0.978 0.0 0.0 0.0 -0.08
C -1.622 1.205 -7.994 0.1 0.0 0.0 -0.14
H -3.547 0.823 -8.898 0.0 0.0 0.0 0.14
H 0.689 -6.268 5.717 0.0 0.0 0.0 0.10
C -1.737 -0.634 -5.460 0.0 0.0 0.0 0.08
H -2.988 2.902 -5.453 0.0 0.0 0.0 0.15
C -0.357 -0.659 -3.472 0.0 0.1 0.0 -0.03
O 1.038 -2.956 -0.135 0.1 0.0 0.0 0.01
C 3.609 2.360 3.210 0.0 0.0 0.0 -0.14
C 3.858 0.612 6.230 0.0 -0.1 0.0 -0.11
C -3.724 3.092 -7.441 0.0 0.0 0.0 -0.08
H 5.440 -0.592 5.422 0.0 0.0 0.0 0.10
H 5.446 -0.135 1.526 0.0 0.0 -0.1 0.10
N -1.347 -2.705 -4.253 0.0 0.0 0.0 0.02
C -0.208 -2.525 5.967 0.1 0.0 0.0 -0.13
C -3.043 0.059 6.246 0.0 0.0 0.0 -0.14
H 1.315 -4.720 3.897 0.0 0.0 0.0 0.09
H 2.829 3.207 -0.778 0.0 0.0 0.0 0.12
H -1.327 2.295 0.737 0.0 0.0 0.0 0.10
N -2.655 2.281 7.068 0.0 0.0 0.0 0.05
H 2.956 4.724 1.165 0.0 0.0 0.0 0.12
C 4.951 0.569 0.851 0.0 0.0 0.1 -0.28
H -2.510 -5.555 -5.726 0.0 0.0 0.0 0.11
H -3.240 -3.266 -5.042 0.0 0.0 0.0 0.16
C 0.436 -5.218 5.791 0.0 0.0 0.0 -0.09
C -1.349 0.175 0.427 0.0 0.1 0.1 -0.38
C 2.165 -0.844 4.538 -0.1 0.0 0.1 -0.38
C -2.607 2.778 -6.465 0.0 0.0 0.0 -0.15
H -2.315 1.397 -10.055 0.0 0.0 0.0 0.14
H -0.458 -1.476 6.054 0.0 0.0 0.0 0.07
C -1.831 1.467 0.253 0.1 0.0 -0.1 -0.07
H -3.921 3.100 -9.530 0.0 0.0 0.0 0.18
H 5.220 3.649 2.540 0.0 0.0 0.0 0.12
C -0.092 -2.729 -2.208 0.1 -0.1 0.0 -0.01
C 2.651 3.690 1.272 0.0 0.0 0.0 -0.05
H 0.600 0.400 5.308 0.0 0.0 0.0 0.08
C -2.180 -3.438 -5.182 0.0 0.0 0.0 -0.26
H 2.081 1.648 6.849 0.0 0.0 0.0 0.11
C -0.269 -0.801 3.024 -0.2 -0.5 -0.4 -1.01
C -2.689 1.478 -9.036 0.0 0.0 0.0 -0.08
C 0.198 -1.349 -2.315 -0.1 0.0 0.0 -0.24
H 4.942 2.661 0.409 0.0 0.0 0.0 0.08
H -4.565 2.412 -7.322 0.0 0.0 0.0 0.14
H -2.404 -1.135 -6.147 0.0 0.0 0.0 0.12
H -3.650 -1.489 -1.436 0.0 0.0 0.0 0.11
C 3.535 -1.098 4.568 0.0 0.0 0.0 -0.13
H -0.803 -5.171 -5.218 0.0 0.0 0.0 0.12
C -2.093 2.567 5.894 0.0 0.0 0.0 -0.16
C 0.478 -2.991 4.843 0.0 -0.1 0.0 -0.39
H -1.097 -3.014 7.851 0.0 0.0 0.0 0.10
H 6.424 2.053 1.073 0.0 0.0 0.0 0.12
H 0.475 1.238 -2.904 0.0 0.0 0.0 0.14
C 1.034 1.377 1.489 -0.1 0.1 0.1 -0.39
H -0.527 -5.418 7.696 0.0 0.0 0.0 0.10
C 0.359 -3.578 -1.034 -0.1 0.0 0.0 -0.54
O 0.854 -0.693 -1.469 0.3 -0.2 0.0 0.01
N -3.200 2.884 -8.842 0.0 0.0 0.0 0.06
C -2.453 0.363 5.025 0.0 0.0 0.0 -0.55
H -0.691 -3.283 -6.814 0.0 0.0 0.0 0.11
C -0.246 -4.742 6.898 0.0 0.0 0.0 -0.09
H -1.283 0.177 -8.105 0.0 0.0 0.0 0.14
H 2.117 3.942 3.322 0.0 0.0 0.0 0.14
C 2.096 1.484 0.416 0.0 0.0 -0.1 -0.35
```
Forces are in eV/Å.

The calculation puts the gap between HOMO and LUMO at 0.1558 hartree. For the total energy, the calculation gives -3956.7326 Ha. The max |F| comes out at 0.718 eV/Å. Its charge is +1. The LUMO energy is -3.456 eV.